[1]
C12H46O17 | ωB97M-V/def2-TZVPD

Cartesian coordinates (Å):
O (3.0125, 0.2100, 1.7051)
H (3.3991, -0.7016, 1.9193)
H (2.9343, 0.2542, 0.7317)
O (-2.6219, -1.4176, 2.6004)
H (-2.9894, -0.6193, 2.1135)
H (-3.3846, -1.9136, 2.9225)
O (0.8668, 4.1796, 0.0239)
H (1.7994, 4.4670, 0.1323)
H (0.4485, 4.7698, -0.6118)
O (0.6986, 0.5880, 3.4671)
H (-0.1892, 0.6978, 3.0291)
H (1.4108, 0.6858, 2.7632)
O (-2.5922, 2.7130, -2.7307)
H (-1.6340, 2.8934, -2.6487)
H (-3.0102, 3.3318, -2.0870)
C (-2.7342, -2.1364, -4.0173)
C (-3.2336, -3.5022, -3.6139)
O (-2.2701, -4.0629, -2.6437)
O (-1.4867, -2.1070, -4.7030)
H (-2.5558, -1.5096, -3.1446)
H (-3.4763, -1.6543, -4.6556)
H (-3.3013, -4.1114, -4.5366)
H (-4.2252, -3.3112, -3.1053)
H (-2.7706, -4.6641, -2.0791)
H (-0.8965, -2.7345, -4.2697)
C (1.3913, -2.4814, 3.3984)
C (2.6941, -3.2205, 3.2093)
O (3.7342, -2.2596, 3.0748)
O (1.4787, -1.6839, 4.5701)
H (0.6038, -3.2433, 3.5888)
H (1.1502, -1.9428, 2.4814)
H (2.6800, -3.7012, 2.2729)
H (2.8746, -3.8960, 4.0489)
H (3.6662, -1.8060, 3.9740)
H (1.1360, -0.8110, 4.3690)
C (-0.2665, 0.5166, -4.2539)
C (0.5296, 1.7011, -3.8715)
O (-0.1622, 3.0042, -4.0352)
O (-0.1097, 0.4917, -5.6760)
H (-1.2788, 0.6078, -3.9468)
H (0.2134, -0.3524, -3.8064)
H (1.4943, 1.5906, -4.3978)
H (0.6454, 1.5928, -2.7916)
H (-0.2300, 3.3184, -4.9496)
H (-0.6822, -0.2166, -5.9850)
C (-1.3614, 4.3214, 3.5786)
C (-0.7791, 3.3488, 4.5568)
O (0.6150, 3.3421, 4.3345)
O (-1.1869, 3.8584, 2.1984)
H (-0.7761, 5.2516, 3.7297)
H (-2.4018, 4.2961, 3.7401)
H (-1.2697, 2.3893, 4.5439)
H (-0.9724, 3.6985, 5.5925)
H (0.9688, 2.4836, 4.1695)
H (-0.2718, 4.1290, 1.9950)
C (3.0792, -1.3649, -1.3878)
C (2.4017, -2.4582, -0.6716)
O (1.0691, -2.7580, -1.0900)
O (2.3300, -0.1224, -1.1180)
H (3.1714, -1.6113, -2.4300)
H (4.0700, -1.2161, -0.9341)
H (2.3289, -2.1274, 0.3787)
H (3.0977, -3.3537, -0.6041)
H (0.4224, -2.3600, -0.4741)
H (2.7119, 0.4742, -1.7907)
C (-1.0116, -0.4379, -0.2145)
C (-0.7822, 0.9467, 0.3205)
O (-1.5939, 1.1563, 1.4521)
O (-0.6657, -1.5862, 0.6892)
H (-0.3658, -0.4872, -1.1110)
H (-2.0919, -0.4268, -0.3182)
H (-1.0145, 1.6565, -0.4943)
H (0.3051, 1.0179, 0.5583)
H (-1.3924, 2.0853, 1.6347)
H (-1.3948, -1.6985, 1.3311)

Cartesian forces, eV/Å:
O 0.6 -1.3 0.0
H -0.8 1.5 -0.2
H -0.1 -0.1 0.4
O -0.8 1.3 -0.8
H 0.7 -1.2 1.0
H 0.1 0.1 -0.1
O 0.8 0.1 0.3
H -1.0 -0.2 -0.3
H 0.2 0.1 0.0
O -0.2 0.9 -1.2
H 1.2 -0.3 0.2
H -0.9 -0.4 0.7
O -0.1 0.8 1.2
H -0.6 0.0 -0.5
H 0.4 -0.8 -0.7
C 0.6 0.6 0.3
C 0.4 0.3 1.0
O -1.3 0.4 -1.1
O -0.2 -0.7 -0.6
H -0.6 0.0 0.4
H 0.1 0.0 -0.1
H -0.2 -0.1 0.7
H 0.9 -0.6 -0.7
H 0.3 0.0 -0.1
H 0.0 0.0 0.1
C -0.7 -1.1 0.8
C -0.2 1.0 0.3
O 0.3 0.9 2.2
O 0.6 -0.7 -0.1
H 0.2 0.3 -0.4
H -0.1 0.4 0.2
H -0.2 -1.2 -1.0
H 0.1 -0.1 -0.1
H 0.4 -0.3 -1.7
H -0.3 0.6 -0.3
C 1.2 0.3 -1.5
C -0.4 1.2 0.8
O 1.1 -1.1 0.2
O -0.7 -0.6 0.0
H -1.0 0.0 0.3
H -0.1 -0.2 0.2
H -0.3 0.7 0.3
H 0.4 0.5 0.1
H 0.2 -0.7 0.2
H 0.0 -0.2 -0.2
C 1.3 -0.9 -0.8
C 0.7 0.4 0.9
O -0.1 1.1 0.3
O 0.7 0.7 1.0
H -1.0 -0.1 -0.2
H -1.4 1.0 0.2
H 0.1 -0.7 -0.5
H 0.1 0.2 -0.4
H 0.0 -1.4 -0.2
H -0.4 -0.4 -0.4
C -0.1 1.0 0.9
C -0.7 -1.1 2.2
O 1.0 -0.1 -0.6
O 1.0 -0.4 -1.5
H -0.1 0.4 -0.7
H 0.0 -0.3 -0.3
H 0.1 -0.1 -0.1
H -1.1 0.6 -0.6
H 0.4 -0.3 0.1
H -0.6 0.1 0.6
C 0.2 -0.6 1.1
C 1.6 -0.9 0.0
O 0.3 0.3 0.0
O -0.1 1.9 -1.3
H -0.8 -0.6 0.2
H -0.2 -0.7 -1.0
H 0.0 -0.2 0.3
H -0.5 0.3 0.1
H -0.6 0.6 0.8
H 0.3 0.0 -0.1

The value obtained for the energy above the lowest of the compared OMol25 structures with the same formula, charge and spin is 53.03 kJ/mol. Its total charge is 0. The SMILES is OCCO.OCCO.OCCO.OCCO.OCCO.OCCO.O.O.O.O.O. As for the multiplicity: 1. For the frontier orbital gap, the calculation gives 0.3605 Eh.


[2]
C23H37F7N2O6PS | ωB97M-V/def2-TZVPD

Cartesian coordinates (Å):
C (-2.6006, 1.8098, 2.9527)
C (-1.8315, 2.5849, 1.8055)
C (-2.2586, 2.1172, 0.3267)
C (-0.9762, 2.2364, -0.5802)
C (-0.9625, 1.3092, -1.8541)
C (-1.1623, -0.2305, -1.5630)
N (0.0013, -0.8931, -0.9397)
C (-0.0698, -0.9312, 0.5333)
C (1.2213, -0.3553, 1.2291)
O (2.4351, -0.9098, 0.7107)
C (3.5636, -0.4680, 1.4865)
P (3.9844, 1.2700, 0.8674)
N (5.4684, 1.7074, 1.0695)
O (3.0350, 2.3612, 1.7513)
O (3.5032, 1.3354, -0.7320)
S (4.8798, -1.7369, 1.2303)
O (6.2361, -1.2279, 1.1310)
O (4.5580, -2.4084, -0.0300)
C (4.9017, -3.0892, 2.5304)
F (5.9020, -2.9024, 3.4657)
F (5.2915, -4.2266, 1.8444)
C (3.5069, -3.4445, 3.1792)
F (2.5499, -3.4867, 2.1938)
F (3.6138, -4.7617, 3.6215)
C (3.0850, -2.5884, 4.4441)
F (2.9977, -3.3899, 5.5357)
F (3.8375, -1.4849, 4.6764)
F (1.7939, -2.1317, 4.2130)
C (-0.5269, -2.3401, 1.1157)
C (-2.0563, -2.4774, 0.7609)
C (-2.4360, -3.1614, -0.4943)
C (-3.8288, -3.2792, -0.8880)
C (-4.8716, -2.6950, -0.0219)
C (-6.3978, -2.7389, -0.3956)
C (-4.5021, -2.0362, 1.2364)
C (-3.0980, -1.9148, 1.6366)
H (-1.8318, 1.5339, 3.7333)
H (-3.3266, 2.4865, 3.4822)
H (-3.0957, 0.8631, 2.6192)
H (-2.0379, 3.6826, 1.8962)
H (-0.7321, 2.3888, 1.9392)
H (-3.1068, 2.7672, -0.0326)
H (-2.6505, 1.0739, 0.4498)
H (-0.0033, 2.0819, -0.0355)
H (-0.9454, 3.3003, -0.9621)
H (-1.7912, 1.6165, -2.5551)
H (0.0130, 1.4402, -2.3910)
H (-2.1266, -0.3584, -1.0124)
H (-1.3158, -0.7278, -2.5682)
H (0.8883, -0.5175, -1.2740)
H (-0.8944, -0.2082, 0.8221)
H (1.0849, -0.5053, 2.3414)
H (1.1762, 0.7594, 1.0661)
H (3.1838, -0.3647, 2.5392)
H (5.8126, 1.9125, 0.1190)
H (2.2911, 2.6312, 1.1775)
H (2.7735, 1.9819, -0.8365)
H (-0.5068, -2.2565, 2.2435)
H (0.0799, -3.1933, 0.7298)
H (-1.5737, -3.5609, -1.0863)
H (-4.0929, -3.7763, -1.8462)
H (-7.0250, -2.5168, 0.5123)
H (-6.6823, -3.6890, -0.9082)
H (-6.6041, -1.8874, -1.1106)
H (-5.3037, -1.5994, 1.8831)
H (-2.7464, -1.4099, 2.5637)
C (-0.7281, 3.1676, -6.2811)
C (-0.1468, 4.0361, -5.1462)
C (1.3935, 3.9996, -5.2342)
O (-0.5190, 3.5007, -3.9674)
H (-0.4008, 2.1253, -6.2098)
H (-1.8222, 3.1809, -6.2684)
H (-0.4076, 3.5457, -7.2646)
H (-0.4402, 5.0837, -5.3838)
H (1.7869, 2.9831, -5.1303)
H (1.8487, 4.6208, -4.4566)
H (1.7378, 4.3870, -6.2059)

Cartesian forces, eV/Å:
C 0.7 0.6 0.6
C -0.9 -0.5 -0.4
C 1.0 0.3 1.4
C -0.6 0.3 -1.4
C -0.4 -0.4 0.2
C 0.0 0.9 -1.6
N -0.5 -0.2 1.1
C 0.3 0.3 0.2
C -1.8 0.5 0.1
O 0.3 0.0 1.0
C -2.4 0.5 0.1
P 1.9 2.5 -0.7
N -1.2 -0.8 -0.9
O 0.0 -1.9 -1.7
O -0.6 0.1 2.4
S 2.8 -0.3 -5.1
O -1.4 0.1 2.1
O -1.1 0.4 2.2
C 0.9 -1.8 0.6
F -1.8 0.3 -0.9
F -0.7 1.7 0.5
C 0.3 -2.1 -0.2
F 1.2 0.8 1.4
F 0.0 1.7 -0.3
C -2.4 0.3 0.3
F 0.7 1.3 -1.1
F -0.4 -1.5 -0.2
F 1.6 -0.4 0.2
C -1.5 1.1 0.1
C -1.4 -0.7 -0.7
C -0.9 0.9 1.8
C 0.5 1.3 2.0
C 1.1 0.0 0.7
C 0.8 0.9 -0.2
C 1.6 -0.6 -1.2
C 0.1 -1.3 -2.4
H -0.9 0.1 -0.6
H 0.4 -0.8 -0.6
H 0.3 0.9 0.1
H 0.5 -0.9 0.0
H -1.0 0.4 -0.2
H 1.0 -0.7 0.1
H 0.4 0.8 -0.4
H -1.0 0.0 0.0
H 0.2 -1.1 0.3
H 1.1 -0.1 0.6
H -1.0 0.1 0.2
H 1.0 -0.3 -0.1
H 0.0 0.5 1.0
H -0.4 -0.1 0.1
H 0.9 -0.7 0.1
H 0.5 -0.1 -0.9
H 0.3 -1.0 0.0
H 1.0 -0.2 -0.5
H 0.3 0.0 0.7
H 0.1 0.0 0.6
H 0.4 -0.5 -0.4
H 0.4 -0.3 -1.1
H -0.5 0.7 0.3
H -1.2 0.4 0.4
H 0.1 0.4 0.9
H 0.6 -0.6 -0.9
H 0.2 0.7 0.6
H 0.2 -0.9 0.6
H 0.8 -0.5 -0.7
H -0.6 -0.4 -0.7
C 0.1 0.4 -0.9
C 0.5 -1.8 0.4
C 0.3 0.5 -0.7
O -0.5 0.5 0.8
H 0.1 0.1 0.2
H 0.1 0.0 0.2
H -0.1 0.0 -0.1
H -0.2 0.3 0.2
H -0.3 0.0 0.1
H -0.2 0.0 0.1
H 0.1 0.0 0.0

Its total charge is -1. As for the multiplicity: 1. For the frontier orbital gap, the calculation gives 0.1750 Eh.


[3]
C6H14O | ωB97M-V/def2-TZVPD

Cartesian coordinates (Å):
C (-2.6515, -0.4005, 0.8812)
C (-1.2276, -0.0336, 1.3966)
C (-0.4221, 0.7558, 0.1786)
C (0.0862, -0.0686, -0.9191)
C (1.0247, 0.5515, -1.6921)
C (-0.1344, -1.5087, -1.0727)
H (-2.9614, 0.4258, 0.2282)
H (-2.6220, -1.3556, 0.3128)
H (-3.4241, -0.5423, 1.7387)
H (-0.6841, -0.7482, 1.8146)
H (-1.4525, 0.6322, 2.1799)
H (0.5374, 1.1745, 0.6029)
H (-1.0589, 1.5592, -0.1315)
H (1.6961, 0.1213, -2.4382)
H (0.9721, 1.5971, -1.8033)
H (-1.1611, -1.8137, -0.8364)
H (0.4211, -1.9252, -0.2377)
H (0.3078, -1.8672, -2.0419)
H (2.5842, 0.3946, 0.0293)
H (2.7886, 0.2792, 1.5911)
O (3.0006, 0.7866, 0.7946)

Cartesian forces, eV/Å:
C -0.2 -1.1 1.0
C -2.4 3.7 -4.3
C -0.1 -0.7 3.9
C 2.3 1.0 -2.5
C -1.2 -1.3 -0.5
C 0.5 -0.9 0.3
H -0.3 -0.4 0.2
H -0.4 0.7 0.3
H 1.4 0.3 -1.4
H 2.3 -3.6 1.4
H 0.3 1.4 0.9
H -1.4 0.0 0.0
H -0.3 0.5 -0.3
H -0.6 -0.5 0.1
H 0.5 1.4 0.7
H 0.2 0.0 -0.8
H 0.3 -0.7 0.1
H -0.8 0.1 1.1
H -0.4 -0.4 -0.2
H -0.1 0.0 -0.6
O 0.5 0.4 0.8

The value obtained for the energy above the lowest of the compared OMol25 structures with the same formula, charge and spin is 219.35 kJ/mol. Its total charge is 0. The SMILES is C=C(C)CCC.O. As for the multiplicity: 1. For the frontier orbital gap, the calculation gives 0.3577 Eh.


[4]
Br2H2O2Si | ωB97M-V/def2-TZVPD

Cartesian coordinates (Å):
O (-0.7192, 0.0349, -0.7013)
O (0.4721, 2.0138, 0.9016)
Si (-0.7347, 1.1854, 0.2716)
Br (-1.8495, -3.0423, -0.0222)
Br (-2.4909, 2.1023, 1.1413)
H (-1.3664, -1.9550, -0.7808)
H (1.3996, 1.8587, 0.7280)

Cartesian forces, eV/Å:
O 0.1 -0.2 -0.2
O 0.2 0.4 0.3
Si -0.4 0.1 0.1
Br -0.2 -0.4 0.2
Br 0.0 -0.1 -0.1
H 0.2 0.5 -0.1
H 0.2 -0.2 -0.2

The value obtained for the energy above the lowest of the compared OMol25 structures with the same formula, charge and spin is 250.99 kJ/mol. Its total charge is 0. The SMILES is O=[Si](O)Br.Br. As for the multiplicity: 1. For the frontier orbital gap, the calculation gives 0.3629 Eh.


[5]
C5H13NO | ωB97M-V/def2-TZVPD

Cartesian coordinates (Å):
C (-0.5270, 1.3004, 0.5594)
N (-0.3176, -0.0047, 1.2061)
C (0.2028, -0.9394, 0.0007)
C (1.6281, -0.5409, -0.1489)
C (2.6314, -0.8793, 1.0091)
O (-2.5788, 1.4100, -1.2982)
C (-0.7137, -0.6958, -1.1707)
H (0.0823, 1.5227, -0.2898)
H (-0.1401, 1.9747, 1.2931)
H (-1.5776, 1.3678, 0.2544)
H (0.6833, 0.0796, 1.5144)
H (0.0509, -2.0289, 0.3921)
H (2.0625, -0.5236, -1.1332)
H (1.9256, -1.2952, 1.7021)
H (3.2117, -0.0126, 1.3940)
H (3.2587, -1.7719, 0.8314)
H (-3.3531, 1.8014, -1.0794)
H (-0.5267, -1.4118, -1.9917)
H (-1.7685, -0.6598, -0.9334)
H (-0.3847, 0.2409, -1.5085)

Cartesian forces, eV/Å:
C 0.1 0.3 1.0
N 3.8 -1.5 -1.4
C -1.4 -0.7 1.4
C 0.7 -3.3 0.7
C -1.8 0.5 -0.9
O 3.7 -2.0 -1.0
C 1.1 -1.6 -0.8
H 0.4 -0.1 -0.8
H -0.8 1.1 0.8
H -0.1 0.7 -0.4
H -2.0 0.3 1.4
H 0.9 1.6 -0.3
H 0.0 1.0 -0.5
H 0.1 0.2 1.4
H -0.3 -0.7 -0.3
H 0.1 0.7 -0.8
H -3.9 2.0 1.0
H -0.1 0.1 0.4
H 0.0 0.1 0.2
H -0.4 1.3 -1.1

The value obtained for the energy above the lowest of the compared OMol25 structures with the same formula, charge and spin is 888.03 kJ/mol. Its total charge is 0. As for the multiplicity: 1. For the frontier orbital gap, the calculation gives 0.1193 Eh.


[6]
C31H27AsN2O3S2V | ωB97M-V/def2-TZVPD

Cartesian coordinates (Å):
V (10.9414, 12.3492, 10.1273)
S (12.0109, 14.5005, 9.8525)
C (10.9998, 15.9339, 9.8949)
C (11.6279, 17.1873, 9.7973)
C (10.9051, 18.3486, 10.1196)
C (9.5746, 18.3062, 10.4622)
C (8.9106, 17.0691, 10.4753)
C (9.6090, 15.8926, 10.1589)
As (9.0198, 14.0252, 10.0294)
C (7.9979, 14.2013, 8.4235)
C (6.6923, 14.7536, 8.3280)
C (6.0230, 14.6950, 7.1215)
C (6.7054, 14.3038, 5.9644)
C (8.0212, 13.8687, 6.0288)
C (8.6843, 13.8588, 7.2632)
C (7.8762, 14.2390, 11.5856)
C (8.4500, 14.7263, 12.7592)
C (7.9612, 14.2918, 13.9704)
C (6.8360, 13.5018, 14.0485)
C (6.1287, 13.2010, 12.8614)
C (6.6248, 13.5672, 11.6354)
H (12.6529, 17.2685, 9.4977)
H (11.4362, 19.3077, 10.0620)
H (8.9962, 19.2174, 10.6757)
H (7.8672, 17.0241, 10.8219)
H (6.1896, 15.1672, 9.2342)
H (4.9658, 14.9832, 7.0486)
H (6.2192, 14.4353, 4.9942)
H (8.5251, 13.5675, 5.1182)
H (9.7247, 13.4823, 7.3022)
H (9.2896, 15.4426, 12.6693)
H (8.4986, 14.5632, 14.8804)
H (6.4121, 13.1184, 15.0017)
H (5.1850, 12.6279, 12.9268)
H (6.1113, 13.2885, 10.7221)
N (12.3513, 11.2487, 8.9304)
N (12.6261, 10.0634, 9.6996)
C (12.1396, 10.1927, 11.0352)
O (11.9625, 9.1679, 11.7127)
O (12.0220, 11.4020, 11.4670)
H (11.9909, 10.9925, 7.9855)
H (13.2550, 11.6705, 8.7572)
H (12.3257, 9.1659, 9.2816)
O (9.9750, 10.6348, 9.3977)
S (8.4110, 10.6286, 9.3108)
C (7.8337, 9.9119, 10.8156)
C (6.4390, 9.7614, 10.9469)
C (5.9002, 9.3406, 12.1592)
C (6.7690, 8.9917, 13.2114)
C (8.1243, 9.0538, 13.0138)
C (8.6865, 9.4299, 11.7986)
C (8.0556, 9.2930, 8.2323)
C (7.0388, 9.5091, 7.3011)
C (6.4119, 8.4165, 6.7292)
C (6.8936, 7.1507, 7.0172)
C (8.0256, 6.9895, 7.8160)
C (8.6184, 8.0696, 8.4566)
H (5.8685, 10.0085, 10.0430)
H (4.8095, 9.3116, 12.2739)
H (6.3884, 8.6164, 14.1741)
H (8.8496, 8.8100, 13.8148)
H (9.7523, 9.5508, 11.6774)
H (6.7877, 10.5235, 7.0200)
H (5.5532, 8.5553, 6.0503)
H (6.4852, 6.2502, 6.5896)
H (8.4784, 6.0096, 7.9037)
H (9.4926, 7.9664, 9.1140)

Cartesian forces, eV/Å:
V 0.3 1.2 -0.8
S 0.5 -0.1 -0.4
C -0.1 0.8 0.2
C -1.3 0.4 0.5
C 1.2 0.0 -0.7
C -1.2 -0.3 0.1
C 0.0 -0.4 0.1
C 1.5 0.0 -0.3
As -1.1 2.4 1.2
C -0.8 0.9 -0.6
C 0.2 -0.7 1.0
C -0.2 0.4 -0.4
C -0.2 0.1 -0.2
C 0.0 0.5 0.2
C -0.1 -1.0 -0.4
C -1.5 -0.9 -0.4
C 0.6 0.2 -1.1
C 0.2 0.3 1.2
C -1.3 -0.7 -0.3
C -0.7 -0.4 1.1
C 1.3 0.2 0.1
H 0.4 -0.1 0.1
H -0.3 -0.4 0.1
H 0.4 -0.5 0.0
H 0.4 0.0 -0.4
H 0.4 -0.5 -0.8
H 0.6 0.1 0.1
H 0.1 -0.4 0.3
H 0.1 0.1 0.1
H -0.6 0.3 0.1
H -0.3 -0.8 0.3
H -0.2 0.0 -0.2
H 0.6 0.4 -0.7
H 0.6 0.4 0.0
H 0.1 -0.1 0.0
N 0.5 -0.6 -1.3
N -0.5 -0.7 0.2
C 0.5 -1.1 1.7
O 0.1 0.8 -1.2
O -0.1 -0.8 -0.1
H 0.2 0.1 1.1
H 0.1 0.3 0.0
H 0.2 1.1 0.2
O -2.3 -0.3 0.1
S 2.1 0.4 -0.2
C -0.8 -1.2 0.7
C 0.6 0.6 -0.2
C -0.1 0.0 -0.2
C -0.9 -0.2 0.0
C 1.5 -0.5 0.6
C -0.2 1.5 -0.3
C -0.7 0.8 -0.4
C 0.1 0.0 0.3
C -0.5 0.0 -0.6
C 0.6 -0.2 0.2
C 0.4 -0.1 -0.1
C 0.3 -1.0 0.1
H -0.3 0.0 0.7
H 0.5 -0.2 0.0
H 0.1 0.4 -0.6
H -0.7 0.0 -0.5
H 0.2 -0.3 0.1
H -0.3 0.1 0.2
H 0.6 -0.1 0.4
H -0.3 0.0 -0.2
H -0.2 0.0 0.1
H -0.5 0.0 -0.2

The value obtained for the energy above the lowest of the compared OMol25 structures with the same formula, charge and spin is 0.00 kJ/mol. Its total charge is 0. As for the multiplicity: 4. For the frontier orbital gap (alpha / beta), the calculation gives 0.2226 / 0.2558 Eh.


Number 6 is which compound? C31H27AsN2O3S2V